76
Properties=species:S:1:pos:R:3 method="wB97M-V/def2-TZVPD" fmax_ev_per_a=10.26 e_lumo_ev=-1.91 charge=+1 homo_ev=-12.051
C -2.94154 0.39152 0.76620
C -2.03386 0.36685 -0.62569
C -0.71422 1.36151 -0.56060
Cl -0.71953 2.67045 -1.92348
N 0.60874 0.67202 -0.38688
P 1.73049 1.96978 0.24189
N 1.33589 2.45814 1.74470
C 0.61620 -0.36653 0.75413
C 0.88615 -1.91411 0.18371
O 2.25653 -1.90996 -0.33313
C 2.51635 -0.87600 -1.32714
C 1.29999 0.18038 -1.62845
C 0.38373 -0.45903 -2.80928
O 1.17033 -0.31687 -4.08012
O 0.88254 -1.42116 -4.75065
H -3.21470 -0.72497 1.08774
H -2.37043 0.86369 1.68127
H -3.97451 0.90923 0.53219
H -2.73009 0.71834 -1.51075
H -1.72652 -0.77198 -0.77122
H -0.89254 2.00553 0.43051
H 3.05650 1.39048 0.27939
H 1.79751 3.09613 -0.69616
H 1.16775 3.49338 1.69888
H -0.31429 -0.28965 1.45692
H 1.56205 -0.15792 1.45360
H 0.81092 -2.67521 1.09696
H 0.06373 -2.24988 -0.58546
H 2.76795 -1.43920 -2.34980
H 3.50291 -0.24831 -1.08741
H 1.82832 1.14174 -2.10430
H -0.64050 0.05999 -3.01913
H 0.18990 -1.62809 -2.70963
H 1.70420 -2.00106 -4.60473
C -5.01730 4.55872 -0.71768
C -5.06643 3.06933 -1.01708
N -5.10713 1.83373 -1.26541
H -5.61887 5.10594 -1.44866
H -5.41208 4.75093 0.28372
H -3.98485 4.91526 -0.76791
C -7.80174 -0.42959 -0.76538
C -8.41191 -0.51904 0.62388
N -8.91804 -0.59328 1.77641
H -8.58908 -0.28092 -1.50947
H -7.10387 0.41084 -0.81266
H -7.26342 -1.35289 -0.99633
C -4.20982 1.76697 5.15254
C -3.23624 2.28207 4.10510
N -2.42850 2.70936 3.23619
H -5.19526 2.21492 4.99782
H -4.29724 0.67962 5.07759
H -3.85346 2.02745 6.15292
C 7.04233 0.18945 -1.03207
C 5.81187 1.07272 -0.90507
N 4.79106 1.80542 -0.79967
H 7.73204 0.61438 -1.76653
H 7.55054 0.11702 -0.06663
H 6.74988 -0.81292 -1.35663
C 9.51647 -3.35931 -1.59122
C 9.10651 -2.35144 -0.52986
N 8.76643 -1.51527 0.35058
H 9.59296 -4.35633 -1.14875
H 8.77209 -3.38124 -2.39185
H 10.48604 -3.08209 -2.01393
C -9.92025 3.21621 2.76419
C -8.94667 3.73131 1.71675
N -8.13893 4.15860 0.84784
H -10.90569 3.66416 2.60947
H -10.00767 2.12886 2.68924
H -9.56390 3.47669 3.76457
C 8.52930 -7.30724 0.56716
C 9.50288 -6.79214 -0.48028
N 10.31062 -6.36485 -1.34919
H 7.54386 -6.85929 0.41244
H 8.44188 -8.39459 0.49221
H 8.88565 -7.04676 1.56754